1.
Below is C29H31N7O4PSTm as an isolated structure, with properties calculated with ωB97M-V/def2-TZVPD.

```
74
Properties=species:S:1:pos:R:3
Tm 1.32 0.64 -0.42
N 4.21 0.62 -1.08
N 4.63 1.93 -1.37
C 3.75 2.94 -1.27
N 4.15 4.19 -1.33
N 2.47 2.52 -1.16
N 1.59 3.22 -0.49
O 0.51 2.63 -0.33
O 1.80 4.33 -0.10
H 4.68 0.29 -0.23
H 4.43 -0.01 -1.85
H 5.61 2.11 -1.55
H 5.13 4.44 -1.41
H 3.48 4.95 -1.20
O 1.32 -0.56 1.31
C 1.71 0.46 1.97
O 2.31 1.36 1.30
C 1.49 0.60 3.41
C 1.62 1.85 4.02
C 1.45 1.96 5.39
C 1.16 0.84 6.15
C 1.00 -0.40 5.54
C 1.16 -0.52 4.17
H 1.85 2.71 3.41
H 1.54 2.93 5.86
H 1.05 0.93 7.22
H 0.77 -1.27 6.13
H 1.06 -1.48 3.68
C -2.93 3.37 -3.65
C -3.79 2.73 -2.76
C -3.32 1.70 -1.96
C -1.98 1.33 -2.02
C -1.13 1.97 -2.92
C -1.60 2.98 -3.73
P -1.26 0.02 -0.98
C -1.86 0.36 0.71
C -1.77 -0.67 1.66
C -2.08 -0.42 2.98
C -2.47 0.86 3.37
C -2.56 1.88 2.43
C -2.24 1.64 1.11
C -2.17 -1.46 -1.53
C -3.48 -1.70 -1.14
C -4.17 -2.77 -1.68
C -3.56 -3.60 -2.61
C -2.25 -3.37 -2.99
C -1.56 -2.30 -2.46
H -3.31 4.16 -4.28
H -4.83 3.03 -2.70
H -4.00 1.20 -1.28
H -0.08 1.66 -2.97
H -0.94 3.46 -4.43
H -1.48 -1.66 1.34
H -2.02 -1.20 3.71
H -2.71 1.06 4.40
H -2.87 2.87 2.74
H -2.31 2.44 0.38
H -3.95 -1.06 -0.41
H -5.20 -2.95 -1.39
H -4.11 -4.43 -3.04
H -1.77 -4.01 -3.71
H -0.54 -2.09 -2.79
S 2.08 -1.39 -2.26
C 1.78 -2.91 -1.58
N 1.51 -3.16 -0.30
C 1.41 -4.60 -0.05
C 1.50 -5.20 -1.46
N 1.78 -4.04 -2.29
H 1.48 -2.47 0.43
H 0.46 -4.83 0.44
H 2.23 -4.93 0.60
H 0.57 -5.68 -1.78
H 2.31 -5.93 -1.55
H 1.95 -4.09 -3.28
```

## Properties
E_LUMO (alpha / beta)	-6.02 / -6.03	eV
multiplicity	3
highest occupied orbital energy (alpha / beta)	-13.540 / -13.532	eV
charge	+2
molecular weight	773.6	u
maximum force	4.20	eV/A

These are the Mulliken partial charges, in e, on atoms 1 to 6:
1 Tm 0.56
2 N -0.41
3 N -0.25
4 C 0.62
5 N -0.32
6 N -0.33

2.
Below is a 6-piece molecular cluster, C18H54O24P6 overall, with properties calculated with ωB97M-V/def2-TZVPD.

```
102
Properties=species:S:1:pos:R:3
C -0.79 2.01 0.71
O -1.76 2.89 0.16
P -2.81 3.86 0.96
O -3.32 5.02 0.15
O -3.95 2.80 1.47
C -4.74 3.08 2.54
O -1.93 4.22 2.32
C -2.25 5.40 3.11
H -1.10 0.98 0.54
H -0.64 2.19 1.77
H 0.18 2.12 0.22
H -5.64 2.47 2.58
H -5.00 4.13 2.45
H -4.23 3.09 3.51
H -1.31 5.76 3.53
H -2.89 5.15 3.95
H -2.68 6.20 2.51
C 3.77 1.58 1.32
O 3.03 2.74 1.08
P 3.24 4.12 1.96
O 2.75 3.78 3.30
O 2.39 5.19 1.03
C 1.04 5.44 0.83
O 4.79 4.57 1.71
C 5.10 5.04 0.46
H 4.65 1.77 1.94
H 4.31 1.28 0.43
H 3.34 0.68 1.75
H 0.75 6.48 0.93
H 0.33 4.95 1.50
H 0.77 5.15 -0.19
H 4.74 6.07 0.45
H 4.59 4.65 -0.42
H 6.16 5.09 0.21
C -0.70 -3.18 -0.05
O 0.63 -3.46 0.26
P 1.83 -2.38 0.20
O 1.50 -1.25 -0.72
O 3.25 -3.17 -0.10
C 3.25 -4.56 -0.47
O 2.02 -1.93 1.66
C 1.03 -1.30 2.42
H -1.06 -3.80 -0.88
H -0.89 -2.20 -0.49
H -1.41 -3.32 0.76
H 4.19 -4.83 -0.95
H 2.44 -4.79 -1.17
H 3.11 -5.19 0.40
H 0.47 -0.62 1.78
H 1.48 -0.73 3.24
H 0.29 -2.01 2.77
C 0.39 -5.38 -7.17
O 0.30 -5.06 -5.77
P -1.05 -5.38 -4.91
O -2.32 -4.80 -5.49
O -1.09 -7.02 -4.81
C -1.88 -7.68 -5.76
O -0.74 -5.02 -3.33
C 0.59 -5.27 -2.84
H 0.54 -4.44 -7.71
H -0.46 -5.88 -7.64
H 1.21 -6.05 -7.40
H -2.09 -7.20 -6.72
H -2.79 -7.96 -5.23
H -1.32 -8.58 -6.02
H 1.16 -6.13 -3.21
H 0.49 -5.53 -1.79
H 1.27 -4.46 -3.09
C -0.08 0.30 -3.00
O 1.01 1.05 -2.91
P 1.63 1.80 -4.24
O 1.40 1.09 -5.55
O 0.93 3.29 -4.07
C 0.66 3.74 -2.76
O 3.09 2.12 -3.85
C 3.87 0.98 -3.25
H 0.12 -0.77 -3.05
H -0.72 0.68 -3.79
H -0.66 0.56 -2.11
H 1.43 3.37 -2.10
H -0.18 3.15 -2.41
H 0.50 4.82 -2.70
H 3.90 0.98 -2.16
H 4.94 0.88 -3.40
H 3.46 0.01 -3.55
C -2.15 -2.20 6.38
O -2.16 -0.84 5.97
P -2.76 -0.37 4.51
O -2.17 -1.10 3.36
O -4.45 -0.54 4.69
C -5.24 -0.75 3.47
O -2.42 1.18 4.44
C -1.56 1.73 5.43
H -1.24 -2.54 6.87
H -2.39 -2.89 5.57
H -2.87 -2.46 7.16
H -5.85 0.15 3.36
H -5.91 -1.60 3.36
H -4.58 -0.62 2.62
H -2.21 1.82 6.29
H -1.02 2.65 5.19
H -0.83 0.97 5.70
```

## Properties
E_LUMO	0.46	eV
energy above the lowest of the compared OMol25 structures with the same formula, charge and spin	4.588	eV
multiplicity	1
highest occupied orbital energy	-10.164	eV
SMILES	COP(=O)(OC)OC.COP(=O)(OC)OC.COP(=O)(OC)OC.COP(=O)(OC)OC.COP(=O)(OC)OC.COP(=O)(OC)OC
charge	0
molecular weight	840.5	u
maximum force	5.70	eV/A

These are the Mulliken partial charges, in e, on atoms 1 to 6:
1 C -0.34
2 O -0.39
3 P 0.64
4 O -0.73
5 O -0.24
6 C -0.69

3.
Below is C7H15NO4 as an isolated structure, with properties calculated with ωB97M-V/def2-TZVPD.

```
27
Properties=species:S:1:pos:R:3
C -2.64 0.50 0.33
C -1.27 -0.04 0.93
C -0.13 -0.22 -0.04
C 1.09 -1.02 0.64
C 2.25 -0.17 1.01
C 1.66 0.72 -1.27
C 0.26 0.96 -0.83
H -4.17 -0.01 -0.77
H -3.07 1.78 0.08
H -3.49 0.41 1.14
H -1.10 0.63 2.04
H -1.77 -1.05 1.22
H -1.59 -1.59 -0.69
H 0.68 -1.84 1.40
H 0.38 -2.29 -0.74
H 2.98 -0.80 1.38
H 1.94 0.52 1.73
H 3.45 0.40 -0.74
H 1.85 1.52 -2.20
H 1.67 -0.32 -1.73
H -0.47 0.92 -1.68
H 1.11 2.00 0.75
N 2.62 0.61 -0.21
O -3.18 -0.35 -0.62
O -0.56 -1.36 -0.86
O 1.31 -1.97 -0.36
O 0.20 2.07 0.09
```

## Properties
E_LUMO	0.39	eV
energy above the lowest of the compared OMol25 structures with the same formula, charge and spin	6.524	eV
multiplicity	1
highest occupied orbital energy	-8.309	eV
charge	0
molecular weight	177.2	u
maximum force	7.83	eV/A

These are the Mulliken partial charges, in e, on atoms 1 to 6:
1 C -0.60
2 C -0.95
3 C 1.21
4 C 0.15
5 C -1.31
6 C -0.93

4.
Below is a 2-piece molecular cluster, C8H16NO4P overall, with properties calculated with ωB97M-V/def2-TZVPD.

```
30
Properties=species:S:1:pos:R:3
C -0.97 -2.50 1.14
C -2.23 -2.19 0.24
C -3.33 -1.42 1.03
O -2.92 -0.16 1.54
C -2.94 0.86 0.51
P -1.23 1.72 0.51
N -0.23 0.57 -0.33
C 1.06 0.72 -0.10
C 1.65 0.11 1.22
C 1.93 1.45 -1.15
H -0.02 -2.26 0.63
H -0.94 -3.57 1.46
H -1.07 -1.87 2.04
H -2.70 -3.14 -0.11
H -1.87 -1.65 -0.67
H -4.25 -1.39 0.40
H -3.57 -2.05 1.93
H -3.00 0.39 -0.50
H -3.77 1.59 0.63
H -0.92 1.77 1.92
H 2.01 -0.92 0.95
H 2.48 0.71 1.64
H 0.80 -0.02 1.93
H 2.98 1.06 -1.16
H 1.51 1.19 -2.15
H 1.90 2.56 -1.07
C 4.95 2.08 -3.09
O 5.86 1.55 -2.38
O 4.40 3.24 -2.84
O 4.45 1.54 -4.17
```

## Properties
E_LUMO	4.20	eV
energy above the lowest of the compared OMol25 structures with the same formula, charge and spin	4.531	eV
multiplicity	1
highest occupied orbital energy	2.512	eV
charge	-2
molecular weight	221.2	u
maximum force	2.40	eV/A

These are the Mulliken partial charges, in e, on atoms 1 to 6:
1 C -0.83
2 C -0.32
3 C -0.72
4 O -0.32
5 C -0.56
6 P -0.04

5.
Below is one molecule with the formula C20H30N2O5S, with properties calculated with ωB97M-V/def2-TZVPD.

```
58
Properties=species:S:1:pos:R:3
C -7.22 -3.42 -0.78
C -6.51 -3.18 0.55
O -5.33 -2.40 0.38
C -5.48 -1.06 0.32
O -6.55 -0.50 0.43
C -4.19 -0.43 0.11
S -2.79 -1.48 -0.05
C -1.79 -0.11 -0.24
N -0.45 -0.23 -0.43
C 0.17 -1.45 -0.45
O -0.47 -2.47 -0.31
C 1.66 -1.38 -0.61
C 2.30 -0.98 0.74
N 3.73 -0.81 0.73
C 4.49 -2.01 0.47
C 5.94 -1.79 0.88
C 6.57 -0.61 0.15
C 6.85 -0.91 -1.32
C 5.65 0.61 0.32
C 4.21 0.30 -0.07
C -2.48 1.10 -0.19
C -1.76 2.36 -0.33
O -0.54 2.42 -0.49
O -2.53 3.44 -0.28
C -1.88 4.71 -0.38
C -1.32 5.16 0.96
C -3.88 0.90 0.01
C -4.88 2.00 0.11
H -7.56 -2.48 -1.19
H -8.07 -4.07 -0.62
H -6.53 -3.89 -1.48
H -7.18 -2.66 1.24
H -6.17 -4.11 0.99
H 0.04 0.67 -0.54
H 1.91 -0.63 -1.37
H 2.03 -2.35 -0.92
H 1.86 -0.03 1.08
H 2.06 -1.75 1.48
H 4.44 -2.31 -0.59
H 4.06 -2.83 1.06
H 6.52 -2.70 0.68
H 5.97 -1.60 1.95
H 7.53 -0.38 0.62
H 7.32 -0.06 -1.80
H 7.53 -1.76 -1.41
H 5.94 -1.15 -1.87
H 6.02 1.45 -0.28
H 5.67 0.91 1.37
H 4.16 0.08 -1.15
H 3.58 1.17 0.14
H -2.65 5.39 -0.74
H -1.07 4.64 -1.12
H -0.55 4.48 1.29
H -2.11 5.19 1.71
H -0.89 6.16 0.86
H -5.87 1.59 0.26
H -4.87 2.60 -0.80
H -4.63 2.66 0.93
```

## Properties
E_LUMO	0.56	eV
energy above the lowest of the compared OMol25 structures with the same formula, charge and spin	0.132	eV
multiplicity	1
highest occupied orbital energy	-8.312	eV
SMILES	CCOC(=O)c1sc(NC(=O)CCN2CCC(C)CC2)c(C(=O)OCC)c1C
charge	0
molecular weight	410.5	u
maximum force	0.66	eV/A

These are the Mulliken partial charges, in e, on atoms 1 to 6:
1 C -1.10
2 C -0.30
3 O -0.37
4 C 0.57
5 O -0.65
6 C 0.42

6.
Below is C28H28DyN2Si as an isolated structure, with properties calculated with ωB97M-V/def2-TZVPD.

```
60
Properties=species:S:1:pos:R:3
C 1.07 2.00 0.23
C 0.13 2.12 -0.82
C -1.16 1.94 -0.28
H 0.35 2.32 -1.86
C -1.02 1.71 1.11
C 0.36 1.74 1.43
H 0.79 1.60 2.40
H 2.14 2.08 0.14
H -2.08 1.95 -0.84
H -1.82 1.53 1.81
Dy 0.00 0.00 0.00
C -1.49 -3.82 -5.44
H -2.19 -3.82 -4.61
H -1.78 -3.04 -6.14
H -0.49 -3.62 -5.07
Si -0.08 -0.88 -2.35
C 1.59 -0.90 -3.27
C 2.38 0.25 -3.32
H 2.03 1.16 -2.85
C 3.62 0.25 -3.95
H 4.21 1.16 -3.98
C 4.10 -0.91 -4.53
H 5.07 -0.92 -5.01
C 3.34 -2.07 -4.49
H 3.70 -2.98 -4.94
C 2.09 -2.05 -3.87
H 1.50 -2.96 -3.86
C -1.23 0.18 -3.43
C -0.83 0.71 -4.66
H 0.13 0.43 -5.07
C -1.65 1.57 -5.38
H -1.31 1.96 -6.34
C -2.90 1.93 -4.89
H -3.53 2.60 -5.46
C -3.32 1.41 -3.67
H -4.29 1.68 -3.28
C -2.49 0.56 -2.96
H -2.84 0.19 -2.00
H -0.58 -2.30 -2.60
H -1.52 -4.78 -5.94
C -3.00 -0.89 3.84
C -2.43 -2.01 4.36
C -1.44 -2.64 3.63
C -0.98 -2.14 2.36
N -1.45 -0.94 1.90
C -2.49 -0.39 2.68
C 0.25 -2.70 1.77
C 1.00 -3.69 2.44
C 2.18 -4.16 1.88
C 2.59 -3.69 0.64
C 1.85 -2.67 0.02
N 0.75 -2.15 0.61
H -3.82 -0.39 4.35
H -2.77 -2.36 5.33
H -1.03 -3.48 4.15
H -3.15 0.43 2.38
H 0.76 -4.07 3.42
H 2.77 -4.88 2.44
H 3.51 -4.07 0.23
H 2.28 -2.23 -0.88
```

## Properties
E_LUMO (alpha / beta)	-4.03 / -3.99	eV
multiplicity	6
highest occupied orbital energy (alpha / beta)	-10.986 / -10.304	eV
charge	+1
molecular weight	583.1	u
maximum force	8.20	eV/A

These are the Mulliken partial charges, in e, on atoms 1 to 6:
1 C -0.57
2 C -0.46
3 C -0.38
4 H 0.76
5 C -0.80
6 C -0.71